Here is a structure of composition C11H23BiBrNO2P2 at a distorted geometry from the Open Molecules 2025 dataset. Energies are from ωB97M-V/def2-TZVPD.

Structure (XYZ):
```
41
Properties=species:S:1:pos:R:3:forces:R:3
Bi -0.1320 0.6592 1.7952 0.263 1.403 -0.309
P 2.2551 -0.6100 1.4519 0.477 -0.990 -0.415
C 2.2740 -0.8573 -0.3149 0.032 0.923 -0.569
C 1.0403 -1.1058 -1.0011 -1.338 0.527 -0.583
N -0.1659 -0.5691 -0.5192 0.541 -1.475 0.767
C -1.3352 -1.1135 -0.9306 0.198 -0.064 0.384
C -1.3729 -2.1411 -1.8692 0.225 0.182 -0.146
C -0.1978 -2.5159 -2.5216 -0.815 -0.251 -0.290
C 0.9958 -1.9271 -2.1614 0.907 0.159 0.566
C -2.6489 -0.6881 -0.2935 -0.095 0.542 0.122
P -2.5440 0.9584 0.5110 -1.024 -0.390 -0.419
H 1.9381 -2.1796 -2.6713 -0.521 -0.016 0.396
H -2.3422 -2.5820 -2.0826 0.266 -0.063 -0.159
H -0.2547 -3.2934 -3.2934 0.212 0.457 0.252
H -3.4653 -0.6084 -1.0369 0.426 -0.377 0.253
H -2.9511 -1.3883 0.5087 0.213 0.064 -0.468
H 2.7205 1.5228 -1.8493 0.209 0.347 -0.035
H 3.1736 -0.7342 -0.9381 -0.275 -0.430 0.485
H 0.8360 2.7581 -1.2292 0.914 0.178 -0.380
O 2.8115 2.4219 -1.4929 -0.195 -0.631 0.101
H 3.6881 2.4260 -1.0762 -0.272 0.233 -0.180
H 0.0511 2.3375 0.1515 0.269 0.520 -0.078
O 0.1976 3.1497 -0.6115 -1.125 -1.235 0.090
H 0.5970 3.9096 -0.1933 0.562 0.869 0.393
C -2.8096 2.0763 -0.9040 0.416 0.428 -0.210
H -3.8435 1.9376 -1.2833 0.657 0.221 0.181
H -2.6014 3.1237 -0.6315 -0.497 -0.328 0.021
H -2.0763 1.8637 -1.6931 -0.300 -0.194 0.041
C -4.0983 1.0988 1.4515 -0.028 -0.008 0.508
H -4.0005 1.8906 2.2092 -0.115 -0.075 -0.368
H -4.9541 1.3137 0.7854 0.435 -0.157 0.329
H -4.2642 0.1747 2.0219 -0.019 0.162 -0.256
C 2.0900 -2.3370 2.0299 -0.013 -0.239 -0.090
H 3.0580 -2.8356 1.8461 -0.432 0.069 0.392
H 1.7056 -2.4367 3.0550 0.496 0.168 -0.191
H 1.3405 -2.8211 1.3942 0.087 0.107 0.011
C 3.9037 -0.0031 1.9693 -0.073 0.236 -0.035
H 3.8798 0.2970 3.0293 0.026 -0.281 -0.354
H 4.6486 -0.7985 1.8079 -0.267 0.277 0.139
H 4.1883 0.8859 1.3874 -0.144 -0.298 0.134
Br -1.3354 -1.2593 3.1929 -0.283 -0.569 -0.025
```
Forces are in eV/Å.

net charge = +2
ΔE to the lowest compared entry with this formula, charge and spin = 4.157 eV
LUMO energy (spin up / spin down) = -7.4 / -8.2 eV
2S+1 = 1
molecular weight = 552.14 g/mol
electronic energy = -4108.87574 Eh
Kohn-Sham gap (spin up / spin down) = 6.9 / 4.7 eV

Here is a structure of composition C11H23CdClNO6P2 at a distorted geometry from the Open Molecules 2025 dataset. Energies are from ωB97M-V/def2-TZVPD.

Structure (XYZ):
```
45
Properties=species:S:1:pos:R:3:forces:R:3
Cd -0.4485 -0.3206 0.7396 0.732 1.440 -1.567
P -2.0178 1.5278 0.0622 0.152 0.602 -1.094
C -1.3915 1.8502 -1.5419 -0.083 -0.400 0.018
C -0.0195 1.7354 -1.8841 0.454 0.135 0.880
N 0.7861 1.0968 -0.9805 -0.260 -1.232 0.304
C 2.0906 0.9170 -1.1839 0.735 1.127 -0.081
C 2.7745 1.5961 -2.2103 0.270 -1.277 1.304
C 2.0000 2.2964 -3.1269 -0.588 -0.227 -0.404
C 0.6195 2.3023 -3.0225 0.132 0.306 0.250
C 2.8519 0.0663 -0.1469 0.025 0.364 -0.071
P 1.8483 -1.2370 0.6793 1.107 -0.727 -0.104
H 0.0179 2.8572 -3.7242 -0.043 -0.053 -0.189
H 3.8698 1.5352 -2.2522 -0.593 0.039 -0.196
H 2.5004 2.7664 -3.9716 -0.257 0.096 0.180
H 3.6938 -0.4167 -0.6592 -0.114 -0.034 0.217
H 3.2890 0.6665 0.6765 -0.289 -0.003 -0.474
H -1.7965 -2.7223 -4.2428 0.544 0.318 -0.251
H -2.0333 2.2610 -2.3017 -0.438 0.074 0.036
H -1.1327 -4.3592 0.0856 -0.645 -0.509 -0.490
O -1.0193 -2.2306 -4.5710 -0.190 -0.102 0.859
H -0.5717 -1.9098 -3.7653 -0.366 -0.204 -0.610
H -1.4353 -0.4830 2.5569 -0.511 -2.133 0.780
O -2.0331 -4.5694 -0.2471 -0.280 1.868 2.244
H -2.5853 -4.0748 0.4547 0.919 -1.354 -1.721
C 2.1318 -2.7245 -0.3454 -0.430 -0.301 -0.216
H 3.1794 -3.0625 -0.3172 -0.315 0.303 0.102
H 1.4920 -3.5520 -0.0065 0.236 0.212 -0.009
H 1.8568 -2.5193 -1.3882 0.093 0.040 0.215
C 2.6847 -1.6325 2.2588 -0.114 0.078 0.280
H 2.0464 -2.3264 2.8313 0.271 0.222 -0.232
H 3.6754 -2.0973 2.1109 -0.449 0.250 -0.099
H 2.8017 -0.7166 2.8582 -0.049 -0.281 -0.191
C -1.9338 3.0665 1.0592 0.210 -0.316 0.647
H -2.7725 3.7383 0.8130 0.230 -0.399 -0.050
H -1.9940 2.7722 2.1171 -0.017 0.399 -0.117
H -0.9917 3.6063 0.8683 -0.334 -0.408 0.063
C -3.7842 1.0662 0.0977 0.033 -0.148 0.014
H -4.0231 0.7312 1.1238 -0.026 0.201 -0.492
H -4.4248 1.9250 -0.1654 0.302 -0.360 0.054
H -3.9460 0.2370 -0.6102 -0.024 0.349 0.301
O -2.4027 0.8653 4.1524 0.652 -0.875 0.814
Cl -1.1732 0.1725 4.3758 0.825 -0.358 0.173
O -0.9048 -0.4391 5.6361 -0.716 0.995 -1.530
O -1.2956 -1.1792 3.3065 -0.170 3.139 -0.171
O -0.0789 0.9176 3.8012 -0.618 -0.856 0.624
```
Forces are in eV/Å.

net charge = +1
ΔE to the lowest compared entry with this formula, charge and spin = 4.542 eV
LUMO energy = -4.5 eV
2S+1 = 1
molecular weight = 475.12 g/mol
electronic energy = -2249.19709 Eh
Kohn-Sham gap = 5.3 eV

Here is a structure of composition C11H23Cl9GaO2 from the Open Molecules 2025 dataset. Energies are from ωB97M-V/def2-TZVPD.

Structure (XYZ):
```
46
Properties=species:S:1:pos:R:3:forces:R:3
O -2.1980 -0.8266 -5.0477 0.412 -0.233 0.494
C -1.2398 -1.1916 -4.3956 -0.200 0.538 -0.785
O -0.3214 -0.2706 -3.9429 -0.315 -0.585 0.203
C -0.9450 -2.6227 -4.0664 -0.171 0.031 0.159
C -1.7738 -3.0165 -2.8160 0.269 0.309 -0.086
Ga -1.1006 -2.0846 -1.1456 -0.477 -0.036 0.235
Cl 1.1038 -2.6496 -0.8108 -0.099 -0.052 -0.058
H -0.8067 0.3254 -3.3500 0.221 0.150 -0.151
H 0.1124 -2.7398 -3.8391 0.121 -0.028 -0.135
H -1.2285 -3.2071 -4.9421 0.059 -0.111 -0.074
H -1.7914 -4.1014 -2.7245 0.132 -0.087 0.062
H -2.8068 -2.6992 -2.9769 -0.104 -0.036 0.005
H -1.9875 -2.4296 0.1441 0.166 -0.217 0.044
H -1.1156 -0.5147 -1.3390 -0.030 -0.008 -0.118
Cl -0.5768 2.0138 -1.4284 0.019 0.384 0.146
C 0.5038 3.0105 -0.4238 0.041 0.119 -0.151
C 0.3583 2.6880 1.0407 0.036 0.086 -0.204
Cl -1.2256 3.1995 1.6869 -0.018 -0.013 0.040
H 0.2930 4.0584 -0.6262 -0.059 -0.007 0.028
H 1.5226 2.7948 -0.7427 0.006 -0.064 0.047
H 1.1169 3.2165 1.6120 -0.011 0.052 0.017
H 0.4596 1.6238 1.2184 -0.108 -0.063 -0.061
Cl -0.8183 2.4340 -9.0683 -0.003 0.006 -0.048
C -1.0663 0.8058 -8.3744 -0.080 -0.038 0.196
C 0.1068 -0.1029 -8.6207 0.019 -0.047 0.115
Cl 0.2856 -0.5294 -10.3483 0.026 0.007 -0.024
H -1.9810 0.3991 -8.7960 0.012 0.026 -0.064
H -1.2059 0.9308 -7.3016 0.026 -0.021 0.010
H -0.0374 -1.0339 -8.0763 -0.053 0.000 -0.005
H 1.0373 0.3518 -8.2929 0.011 0.034 -0.059
Cl 0.8028 4.3030 4.7441 0.000 0.020 -0.007
C 0.4583 2.6964 5.4421 -0.073 -0.045 0.098
C 1.5941 1.7317 5.2288 0.055 -0.221 0.017
Cl 1.7728 1.2871 3.5122 0.170 -0.081 0.246
H -0.4647 2.3287 4.9999 0.031 0.045 -0.103
H 0.2996 2.8451 6.5095 0.034 0.006 0.006
H 1.4035 0.8061 5.7802 0.067 0.352 -0.441
H 2.5378 2.1527 5.5693 0.005 0.030 -0.063
Cl 0.8405 0.0432 7.8447 -0.153 -0.196 0.445
C 0.5154 -1.5894 8.4885 -0.079 -0.060 0.151
C 1.6669 -2.5273 8.2358 0.044 -0.076 -0.009
Cl 1.8628 -2.8895 6.5052 0.019 0.028 -0.002
H -0.4013 -1.9503 8.0301 0.026 0.030 -0.091
H 0.3510 -1.4862 9.5599 0.052 0.034 0.002
H 1.4838 -3.4724 8.7446 -0.047 0.003 -0.002
H 2.6030 -2.1109 8.5993 -0.001 0.038 -0.026
```
Forces are in eV/Å.

net charge = -1
LUMO energy = 1.8 eV
2S+1 = 1
molecular weight = 576.10 g/mol
electronic energy = -6650.02522 Eh
Kohn-Sham gap = 7.1 eV

Here is a structure of composition C11H23ClEuNO6P2 at a distorted geometry from the Open Molecules 2025 dataset. Energies are from ωB97M-V/def2-TZVPD.

Structure (XYZ):
```
45
Properties=species:S:1:pos:R:3:forces:R:3
Eu -0.1645 0.1211 1.3137 -0.098 0.029 -0.016
P -2.2205 1.2247 -0.5065 0.249 0.240 0.192
C -2.9018 -0.3645 -1.0869 -0.190 -0.357 0.025
C -1.8679 -1.3182 -1.6509 -0.344 -0.005 0.216
N -0.6458 -1.3550 -1.0834 -0.063 -0.204 -0.571
C 0.2373 -2.1937 -1.6602 -0.032 -0.009 -0.121
C -0.0729 -2.9949 -2.7548 -0.138 -0.070 -0.046
C -1.3491 -2.9872 -3.3081 0.082 0.144 0.575
C -2.2724 -2.1443 -2.7002 0.160 0.285 -0.005
C 1.6674 -2.2235 -1.1943 -0.096 0.006 -0.056
P 1.9614 -1.7632 0.5483 0.792 -0.004 -0.325
H -3.3152 -2.0677 -2.9980 0.288 -0.134 -0.234
H 0.7321 -3.6154 -3.1260 -0.195 -0.068 -0.246
H -1.6182 -3.6166 -4.1523 0.078 0.101 0.165
H 2.0753 -3.2355 -1.3389 0.067 0.391 -0.238
H 2.2349 -1.4932 -1.7988 -0.121 -0.393 0.130
H -3.3592 -0.8496 -0.1981 -0.130 0.281 -0.540
H -3.6460 -0.1593 -1.8679 -0.149 -0.298 0.383
H -1.1153 -1.9904 3.1356 -0.704 0.373 -0.507
O -1.6013 -1.5799 2.3848 -0.466 -0.538 0.232
H -2.4894 -1.9596 2.2741 0.580 0.007 0.319
H 0.9470 -0.9621 4.5358 -0.310 -0.221 -0.366
O 0.5563 -1.5761 3.8836 0.553 -0.336 1.032
H 0.6876 -2.4479 4.3139 0.013 0.581 -0.410
C 1.8629 -3.3821 1.3764 0.090 0.128 0.156
H 2.6666 -4.0358 1.0616 0.181 -0.205 -0.083
H 1.9542 -3.1956 2.4460 -0.031 -0.229 -0.005
H 0.9127 -3.8655 1.1572 -0.129 0.026 0.089
C 3.7786 -1.4906 0.3840 -0.034 0.109 0.306
H 4.1810 -1.1020 1.3259 0.014 -0.067 -0.210
H 4.2890 -2.4282 0.1367 -0.096 0.130 0.023
H 3.9817 -0.7578 -0.4104 -0.155 -0.141 0.336
C -1.8697 2.1082 -2.0602 0.052 0.221 -0.288
H -2.8171 2.4376 -2.5109 0.269 -0.048 0.034
H -1.2277 2.9796 -1.8551 -0.284 -0.342 -0.101
H -1.3508 1.4549 -2.7793 -0.083 0.180 0.323
C -3.7113 2.0830 0.1200 -0.003 0.035 -0.110
H -3.4037 3.0084 0.6327 -0.178 -0.355 -0.175
H -4.3447 2.3317 -0.7386 -0.076 0.047 0.256
H -4.2758 1.4408 0.8120 0.221 0.253 -0.138
O 0.7480 3.3926 -0.4647 0.046 -0.526 0.938
Cl 1.1356 2.8384 0.8053 0.650 0.159 -0.365
O 2.0887 3.6636 1.4748 -0.775 -0.692 -0.214
O -0.0762 2.6008 1.6572 1.047 0.113 -0.569
O 1.7260 1.4557 0.5799 -0.550 1.400 0.206
```
Forces are in eV/Å.

net charge = +1
ΔE to the lowest compared entry with this formula, charge and spin = 0.000 eV
LUMO energy (spin up / spin down) = -3.0 / -3.0 eV
2S+1 = 8
molecular weight = 514.67 g/mol
expectation value of S² = 15.76
electronic energy = -2792.00722 Eh
Kohn-Sham gap (spin up / spin down) = 7.5 / 8.9 eV

Here is a structure of composition C11H23CuINO2P2 at a distorted geometry from the Open Molecules 2025 dataset. Energies are from ωB97M-V/def2-TZVPD.

Structure (XYZ):
```
41
Properties=species:S:1:pos:R:3:forces:R:3
Cu -0.3166 -0.3760 1.1184 -0.249 -1.034 2.179
P 1.9151 -0.8862 1.3599 0.175 0.136 1.709
C 2.0644 -1.7298 -0.1366 1.004 1.336 -1.754
C 0.9345 -1.8054 -1.0010 0.412 1.648 -0.564
N -0.2120 -1.2114 -0.5417 -1.033 -1.727 -1.296
C -1.3687 -1.3690 -1.2059 -1.123 -1.529 -1.517
C -1.4474 -2.1664 -2.3625 -0.255 0.720 0.834
C -0.2432 -2.5284 -2.9811 0.128 -0.091 0.341
C 0.9577 -2.1920 -2.3816 -0.212 -0.688 0.607
C -2.6404 -0.7611 -0.6371 -0.454 0.248 0.772
P -2.2392 0.7636 0.3729 -0.660 -0.941 -0.425
H 1.9005 -2.3338 -2.9017 -0.091 -0.318 0.322
H -2.4271 -2.4527 -2.7617 0.515 0.306 0.028
H -0.2746 -3.1287 -3.8907 0.148 0.493 0.006
H -3.4148 -0.4594 -1.3855 0.848 -0.376 0.290
H -3.1682 -1.4610 0.0571 0.548 0.293 -0.432
H 3.9468 2.5265 -1.9641 -0.777 0.337 -1.044
H 2.9586 -1.4391 -0.6918 0.234 -0.599 0.027
H -0.0297 3.6978 0.2456 0.597 -0.163 0.842
O 3.5838 3.1062 -2.6730 -1.730 -1.193 -0.548
H 2.7640 2.6744 -3.1275 2.503 0.839 1.588
H -0.2595 0.9605 0.9215 -0.565 2.746 -0.164
O -0.0488 3.3278 1.1523 2.023 -0.629 0.239
H 0.9124 3.1378 1.4813 -2.629 0.794 -1.211
C -2.3842 2.0181 -0.8850 0.127 0.453 -0.163
H -3.3388 1.8804 -1.3897 -0.068 0.032 -0.015
H -2.3606 3.0048 -0.4374 0.070 0.198 0.024
H -1.5902 1.9175 -1.6128 0.230 0.042 -0.185
C -3.7426 1.0391 1.3849 0.232 -0.048 0.483
H -3.6206 1.9801 1.9378 -0.023 -0.271 -0.054
H -4.6344 1.1277 0.7425 0.476 -0.060 -0.006
H -3.9122 0.2197 2.1010 0.216 0.324 -0.227
C 2.0926 -2.3146 2.5013 -0.408 0.386 0.184
H 3.1420 -2.5828 2.3204 -0.285 -0.318 0.203
H 1.8703 -2.2267 3.5797 0.103 0.297 -0.625
H 1.4272 -3.0421 2.0150 0.393 -0.112 0.391
C 3.1371 0.4085 1.9439 0.556 -0.136 -0.409
H 2.9221 0.8556 2.9364 -0.388 -0.714 -0.553
H 4.1251 -0.0732 2.0295 -0.257 0.124 -0.106
H 3.2416 1.2615 1.2512 -0.192 -0.523 0.021
I -0.2221 0.6323 3.5159 -0.141 -0.277 0.206
```
Forces are in eV/Å.

net charge = +1
ΔE to the lowest compared entry with this formula, charge and spin = 5.369 eV
LUMO energy (spin up / spin down) = -4.4 / -5.4 eV
2S+1 = 2
molecular weight = 453.71 g/mol
expectation value of S² = 0.78
electronic energy = -3258.71084 Eh
Kohn-Sham gap (spin up / spin down) = 6.2 / 5.1 eV

Here is the molecule C11H23F2NO3S at a distorted geometry from the Open Molecules 2025 dataset. Energies are from ωB97M-V/def2-TZVPD.

Structure (XYZ):
```
41
Properties=species:S:1:pos:R:3:forces:R:3
C -1.3155 -6.5121 1.6145 -0.242 0.033 -0.359
O -0.8111 -5.2788 1.1437 -0.065 -0.013 0.050
C -1.8472 -4.5629 0.4854 0.055 0.032 0.129
C -1.4846 -3.1008 0.3277 0.382 -0.425 0.094
C -0.4221 -2.8600 -0.7399 -0.683 0.664 -0.580
C -0.2606 -1.3416 -1.0243 1.468 -0.544 -0.205
C 1.2150 -0.8752 -0.8322 -1.064 0.245 1.056
C 1.2884 0.5068 -0.1524 0.902 -0.172 -0.343
C 1.6061 1.6662 -1.1039 0.139 -0.053 0.636
C 1.6994 2.9854 -0.2964 0.697 -0.488 -0.808
N 0.8296 4.0857 -0.7764 0.008 -0.571 0.387
C 0.9194 5.2693 0.1174 -0.871 0.971 0.442
C 0.3039 5.0946 1.5090 -0.025 -0.623 0.079
F 2.2329 5.6437 0.2434 0.272 -0.456 -0.320
S -0.7432 3.6468 -0.9496 -1.185 0.351 1.175
O -1.1383 2.5982 -0.0831 0.635 -1.050 -0.158
O -1.5624 4.7929 -0.8945 -0.001 1.217 -0.641
F -0.8452 3.1087 -2.4007 0.551 -0.044 -0.127
H -0.4967 -7.1796 1.8650 0.140 0.123 0.109
H -1.9176 -6.9891 0.8304 0.063 -0.115 0.039
H -1.9714 -6.3601 2.4790 0.092 -0.033 0.080
H -2.0072 -5.0132 -0.5040 -0.167 -0.027 0.026
H -2.7707 -4.6632 1.0694 -0.037 0.033 -0.042
H -1.1033 -2.7365 1.2858 -0.130 0.060 0.064
H -2.3976 -2.5461 0.1050 0.015 0.056 -0.122
H 0.5193 -3.3246 -0.4539 0.045 0.009 0.050
H -0.7394 -3.3169 -1.6813 -0.003 -0.323 0.128
H -0.8956 -0.7788 -0.3455 -0.149 0.143 -0.135
H -0.5097 -1.1341 -2.0641 -0.514 0.132 0.104
H 1.6682 -1.5805 -0.1350 0.201 -0.089 -0.148
H 1.7794 -0.9021 -1.7634 0.033 0.002 -0.027
H 0.4181 0.7177 0.4639 -0.254 -0.044 -0.198
H 2.1263 0.4658 0.5535 0.010 0.122 0.023
H 0.9405 1.7178 -1.9636 -0.131 0.017 0.121
H 2.5990 1.4566 -1.5019 -0.017 0.079 -0.232
H 1.5752 2.7538 0.7628 -0.409 0.232 0.032
H 2.7160 3.3530 -0.4061 -0.041 0.249 0.044
H 0.4056 6.0917 -0.3731 0.080 -0.083 -0.255
H 0.9505 5.4804 2.2924 0.063 0.250 -0.133
H 0.1164 4.0485 1.7519 0.105 -0.080 -0.053
H -0.6699 5.5724 1.5451 0.029 0.210 0.017
```
Forces are in eV/Å.

ΔE to the lowest compared entry with this formula, charge and spin = 0.000 eV
LUMO energy = 0.9 eV
2S+1 = 1
molecular weight = 287.37 g/mol
electronic energy = -1311.27277 Eh
Kohn-Sham gap = 10.6 eV